Here is a 15-piece molecular cluster, C3H35O15 overall from OMol25. Energies are from wB97M-V/def2-TZVPD.

The geometry in XYZ format:
```
53
C3H35O15, DFT wB97M-V/def2-TZVPD
O 1.33 -2.13 -2.45
O -0.32 0.96 0.00
O -4.06 -2.05 2.26
O -2.89 0.93 -0.58
O 0.23 -4.42 -1.43
O 3.70 -2.44 -0.56
O 1.09 2.91 -1.04
O 3.59 -0.28 -2.79
O 0.11 -3.52 1.18
O -1.03 4.32 -1.35
O 2.08 4.46 1.10
O 0.13 0.29 -2.54
O -1.68 -1.81 -0.32
O -3.99 1.00 1.65
O -1.19 3.30 1.16
C 0.40 0.50 1.03
C -0.65 0.04 2.05
C 1.38 -0.61 0.47
H -0.72 2.49 1.31
H -4.86 -2.13 1.78
H -0.23 -0.29 2.99
H 3.04 -2.09 -1.08
H 3.42 -3.29 -0.20
H -1.12 3.38 0.21
H 0.84 -1.50 0.09
H -0.51 4.96 -0.83
H 0.55 -2.83 1.67
H 0.21 -4.28 -0.48
H -1.95 0.93 -0.42
H 2.47 3.86 1.76
H 1.04 1.36 1.25
H 2.06 -0.84 1.23
H 0.22 -5.38 -1.57
H -3.31 0.65 0.28
H 0.98 -2.97 -2.13
H -4.83 1.35 1.46
H 2.04 -2.39 -2.94
H 0.26 0.46 -1.56
H -1.25 -2.04 0.53
H -0.30 3.62 -1.35
H -1.33 -0.75 1.65
H 2.03 -0.35 -0.37
H -1.72 -0.90 -0.30
H -3.70 -1.18 2.28
H 4.09 -0.77 -3.46
H 0.60 2.23 -0.47
H -0.74 -3.62 1.57
H -1.24 0.82 2.32
H 2.79 4.98 0.74
H 4.29 0.32 -2.52
H 1.61 3.45 -0.47
H 0.57 -0.57 -2.54
H -3.56 1.82 1.72
```

## Properties
HOMO level   -4.543 eV
Kohn-Sham gap   6.98 eV
Total charge   -1
Relative energy (zero: lowest compared OMol25 entry of this formula, charge and spin)   313.1 kJ/mol

Atomic partial charges in e from the Löwdin method, atoms 1 to 8:
1. O -0.0218
2. O -0.3413
3. O -0.0383
4. O -0.1011
5. O -0.0490
6. O -0.0268
7. O -0.0705
8. O -0.0417

=====

Here is C19H37AlBrN4O as an isolated structure from OMol25. Energies are from wB97M-V/def2-TZVPD.

The geometry in XYZ format:
```
63
C19H37AlBrN4O, DFT wB97M-V/def2-TZVPD
Br -3.93 -0.46 0.94
Al -0.77 -0.17 -2.11
O -1.86 -0.75 -3.44
N -7.42 -2.24 7.19
N 0.07 -1.50 2.91
N 3.47 1.72 -2.07
N 2.18 1.80 -2.94
C -1.80 1.41 0.66
C 4.33 2.02 -1.38
C 6.75 1.81 -1.01
C 2.68 2.39 -5.52
C -7.39 -0.02 5.85
C 1.81 -3.10 1.87
C 0.48 -5.16 2.56
C 2.41 2.07 -4.13
C -7.41 -1.27 6.61
C 1.88 3.62 -5.98
C 0.84 -2.19 2.45
C -7.05 -0.26 4.37
C -1.33 -0.95 -0.29
C -5.68 -0.88 4.16
C 5.42 2.39 -0.50
C -1.99 -0.07 0.78
C 0.37 3.43 -5.84
C 6.74 0.28 -1.06
C 1.14 -4.40 1.41
H -1.97 -1.80 -0.45
H 3.76 2.58 -5.70
H 0.03 2.57 -6.41
H 0.09 3.28 -4.80
H 2.12 3.82 -7.03
H 1.20 -5.41 3.34
H 0.71 -0.79 -2.42
H 6.54 -0.14 -0.08
H -1.59 -0.36 1.74
H -5.47 -0.99 3.10
H -4.89 -0.25 4.58
H -7.82 -0.90 3.93
H 5.48 3.48 -0.46
H 7.71 -0.09 -1.40
H 0.03 -6.09 2.20
H 7.55 2.14 -0.34
H -6.65 0.64 6.31
H 5.20 2.03 0.50
H -0.77 1.60 0.46
H 0.39 -4.17 0.65
H -2.77 -0.64 -3.18
H -7.09 0.70 3.85
H -8.37 0.45 5.95
H 2.28 -2.60 1.02
H -0.42 -1.31 0.17
H -2.11 1.89 1.57
H -0.66 1.43 -2.15
H -2.37 1.77 -0.17
H -5.62 -1.87 4.62
H 2.40 1.52 -6.11
H -0.32 -4.57 3.01
H 5.99 -0.08 -1.76
H 6.97 2.21 -2.00
H 1.89 -5.04 0.95
H 2.58 -3.31 2.61
H -0.16 4.32 -6.20
H 2.19 4.49 -5.40
```

## Properties
HOMO level   -3.453 eV
Kohn-Sham gap   5.76 eV
Total charge   -1

Atomic partial charges in e from the Löwdin method, atoms 1 to 8:
1. Br 0.6423
2. Al 0.1242
3. O -0.3315
4. N 0.1391
5. N 0.1797
6. N 0.1049
7. N 0.0259
8. C -0.2049

=====

Here is one molecule with the formula C4H7NOS2 from OMol25. Energies are from wB97M-V/def2-TZVPD.

The geometry in XYZ format:
```
15
C4H7NOS2, DFT wB97M-V/def2-TZVPD
S 2.17 1.13 -0.10
S -2.37 -1.03 -0.11
O -0.78 1.07 0.04
N 0.27 -0.83 0.25
C 1.45 -0.31 0.01
C -0.97 -0.19 0.12
C 2.55 -1.55 0.02
C -1.95 1.62 0.06
H 3.10 -1.22 0.93
H -2.11 2.72 -0.26
H -2.67 0.89 -0.62
H -2.45 1.70 0.97
H 3.03 -1.64 -1.07
H 0.08 -1.87 -0.37
H 1.92 -2.36 0.41
```

## Properties
HOMO level   -8.355 eV
Kohn-Sham gap   8.07 eV
SMILES   COC(=S)NC(C)=S
Relative energy (zero: lowest compared OMol25 entry of this formula, charge and spin)   409.5 kJ/mol

Atomic partial charges in e from the Löwdin method, atoms 1 to 8:
1. S 0.7182
2. S 0.7764
3. O -0.0761
4. N -0.0200
5. C -0.8918
6. C -0.8565
7. C -0.1077
8. C -0.2477

=====

Here is a 2-piece molecular cluster, C3H6INO2 overall from OMol25. Energies are from wB97M-V/def2-TZVPD.

The geometry in XYZ format:
```
13
C3H6INO2, DFT wB97M-V/def2-TZVPD
I 0.41 -1.09 2.37
O 0.31 -2.40 -1.77
O -1.24 -2.70 -0.42
N 0.15 -2.68 -0.65
C 0.26 0.70 0.00
C -0.49 0.16 0.94
C -1.89 0.55 1.07
H -1.98 1.29 0.36
H -2.45 -0.30 0.81
H 1.25 0.35 -0.17
H 0.02 1.54 -0.72
H -2.07 0.98 2.18
H -1.46 -3.06 0.43
```

## Properties
HOMO level   -9.193 eV
Kohn-Sham gap   9.50 eV
SMILES   C=C(C)I.O=NO
Relative energy (zero: lowest compared OMol25 entry of this formula, charge and spin)   414.7 kJ/mol

Atomic partial charges in e from the Löwdin method, atoms 1 to 8:
1. I 0.8549
2. O 0.0436
3. O -0.0545
4. N -0.1060
5. C -0.0981
6. C -0.8975
7. C -0.1587
8. H 0.0451

=====

| no. | lowest unoccupied orbital energy (eV) | strongest force on any atom (hartree/bohr) |
| --- | --- | --- |
| 1 | 2.4 | 0.083 |
| 2 | 2.3 | 0.182 |
| 3 | -0.3 | 0.188 |
| 4 | 0.3 | 0.085 |